(1)
C23H39BrCl12F3NO5P | ωB97M-V/def2-TZVPD

The total energy is -273951.4936 eV. The LUMO energy comes out at -3.1504 eV. As for the highest occupied orbital energy: -10.9033 eV. Its charge is +1. The frontier orbital gap is 7.753 eV.

Geometry as XYZ:
```
85
C23H39BrCl12F3NO5P ωB97M-V/def2-TZVPD
C 2.913 -0.113 2.259
C 1.492 -0.873 2.516
O 1.307 -1.760 1.386
C -0.050 -1.657 0.839
C 0.077 -1.031 -0.625
C 0.665 -2.186 -1.550
N 0.029 -2.455 -2.867
C -1.390 -2.058 -3.097
C -2.142 -1.301 -1.910
C -2.779 -2.381 -0.863
C -2.279 -3.875 -0.950
O -2.346 -4.415 0.415
C -3.270 -4.856 -1.801
F -4.016 -4.186 -2.787
F -2.577 -5.986 -2.287
F -4.234 -5.357 -0.870
P -3.766 -0.629 -2.743
C -3.424 0.859 -3.867
C -4.979 -0.014 -1.374
C -5.007 1.538 -1.090
C -1.196 -0.208 -1.196
C -0.580 0.962 -2.070
C 0.438 0.635 -3.245
O 1.637 0.363 -2.949
Br 0.112 0.729 -5.193
O -2.055 0.387 -0.219
C -1.476 1.283 0.719
C -1.758 2.848 0.552
C -2.708 3.474 1.722
O -2.308 3.269 -0.711
H 3.455 0.136 3.226
H 2.625 0.835 1.665
H 3.508 -0.823 1.580
H 1.519 -1.446 3.518
H 0.718 -0.043 2.609
H -0.408 -2.755 0.769
H -0.777 -1.154 1.549
H 0.920 -0.244 -0.530
H 0.726 -3.195 -0.991
H 1.773 -1.937 -1.764
H 0.632 -2.038 -3.610
H 0.096 -3.482 -3.040
H -1.398 -1.328 -3.994
H -1.955 -2.979 -3.502
H -2.665 -2.037 0.232
H -3.926 -2.471 -0.980
H -1.236 -4.102 -1.313
H -1.630 -5.092 0.452
H -4.403 1.007 -4.466
H -3.232 1.846 -3.348
H -2.652 0.532 -4.631
H -4.811 -0.571 -0.388
H -6.016 -0.344 -1.760
H -6.067 1.791 -0.698
H -4.328 1.736 -0.181
H -4.831 2.246 -1.955
H -1.294 1.759 -2.455
H 0.116 1.565 -1.362
H -0.331 1.183 0.853
H -1.892 1.000 1.762
H -0.756 3.416 0.673
H -2.423 4.590 1.801
H -3.774 3.365 1.337
H -2.523 2.966 2.731
H -2.736 4.152 -0.598
C -0.748 2.430 -8.753
Cl -2.326 3.023 -9.285
Cl -0.752 0.661 -8.646
Cl 0.527 2.983 -9.846
H -0.547 2.832 -7.761
C 5.942 0.452 5.395
Cl 6.037 1.186 3.787
Cl 5.598 1.681 6.619
Cl 4.711 -0.820 5.428
H 6.907 0.000 5.623
C 8.018 -2.695 7.172
Cl 8.116 -1.965 5.563
Cl 7.669 -1.462 8.392
Cl 6.790 -3.967 7.204
H 8.982 -3.144 7.404
C 6.258 5.967 6.487
Cl 5.435 7.465 6.031
Cl 5.608 5.339 8.009
Cl 6.109 4.758 5.204
H 7.314 6.186 6.630
```

---

(2)
C18H21ClN2OS | ωB97M-V/def2-TZVPD

The total energy is -47393.1770 eV. The LUMO energy comes out at 0.5566 eV. As for the highest occupied orbital energy: -8.8485 eV. As for the SMILES: Cc1ccsc1C(=O)N[C@H]1CCCN(Cc2ccc(Cl)cc2)C1. The frontier orbital gap is 9.405 eV.

Geometry as XYZ:
```
44
C18H21ClN2OS ωB97M-V/def2-TZVPD
C 3.143 4.751 2.044
C 3.527 3.434 2.624
C 3.069 2.207 2.210
S 3.777 0.924 3.159
C 4.673 2.049 4.091
C 4.445 3.326 3.700
H 4.912 4.181 4.158
H 5.313 1.690 4.872
C 2.112 1.913 1.130
O 1.557 2.784 0.482
N 1.894 0.595 0.904
H 2.374 -0.096 1.459
C 0.989 0.111 -0.111
C -0.151 -0.691 0.525
N -1.075 -1.132 -0.498
C -0.415 -2.017 -1.440
C 0.707 -1.272 -2.154
C 1.719 -0.753 -1.139
H 2.198 -1.595 -0.630
H 2.495 -0.167 -1.633
H 0.278 -0.431 -2.700
H 1.192 -1.938 -2.869
H -0.003 -2.908 -0.929
H -1.158 -2.356 -2.166
C -2.278 -1.728 0.053
C -3.344 -1.861 -1.001
C -4.110 -3.012 -1.115
C -5.098 -3.114 -2.079
C -5.314 -2.053 -2.942
C -4.556 -0.895 -2.847
C -3.579 -0.806 -1.875
H -2.975 0.084 -1.789
H -4.735 -0.077 -3.526
Cl -6.544 -2.173 -4.154
H -5.693 -4.010 -2.164
H -3.939 -3.842 -0.444
H -2.649 -1.063 0.841
H -2.079 -2.714 0.513
H 0.277 -1.544 1.089
H -0.687 -0.052 1.232
H 0.573 0.997 -0.600
H 2.434 4.616 1.234
H 4.029 5.263 1.671
H 2.694 5.376 2.816
```

---

(3)
C23H48CeNO2P3 | ωB97M-V/def2-TZVPD

The total energy is -70985.3665 eV. The LUMO energy (alpha / beta) comes out at -10.0946 / -10.2490 eV. As for the highest occupied orbital energy (alpha / beta): -15.3069 / -15.3087 eV. Its charge is +3. As for the expectation value of S²: 0.753. The frontier orbital gap (alpha / beta) is 5.212 / 5.060 eV. The spin multiplicity is 2.

Geometry as XYZ:
```
78
C23H48CeNO2P3 ωB97M-V/def2-TZVPD
Ce -1.729 1.614 -0.727
P -2.107 -1.131 -0.168
P 0.621 -0.607 1.330
P 1.874 -1.746 -2.949
H -2.563 3.946 -1.322
C -2.553 3.189 -2.134
C -3.492 2.129 -2.208
H -4.360 2.058 -1.519
C -3.524 -0.460 0.804
C -1.690 -2.620 0.775
C -2.945 -1.844 -1.618
C 1.966 0.622 1.379
C -0.187 -0.212 2.942
C 1.559 -2.125 1.829
C 0.990 -2.011 -4.478
C 1.711 -3.199 -1.918
C 3.576 -1.319 -3.309
H -1.854 3.376 -2.960
H -3.586 1.503 -3.119
H -4.029 0.398 0.322
H -3.194 -0.173 1.813
H -4.239 -1.289 0.879
H -1.462 -2.360 1.817
H -0.817 -3.115 0.328
H -2.559 -3.292 0.742
H -3.487 -1.083 -2.199
H -3.636 -2.633 -1.281
H -2.150 -2.270 -2.249
H 2.626 0.389 2.227
H 1.573 1.645 1.480
H 2.530 0.539 0.439
H 0.606 -0.182 3.700
H -0.896 -1.010 3.192
H -0.715 0.756 2.950
H 2.573 -1.859 2.157
H 1.646 -2.837 0.995
H 1.045 -2.636 2.655
H 1.039 -3.077 -4.755
H 1.435 -1.399 -5.276
H -0.066 -1.736 -4.369
H 1.804 -4.072 -2.582
H 0.728 -3.213 -1.426
H 2.506 -3.214 -1.162
H 3.914 -1.862 -4.207
H 4.179 -1.575 -2.425
H 3.642 -0.233 -3.487
C 0.516 1.617 -3.322
C 1.845 2.123 -3.250
C 2.434 2.644 -4.390
C 1.787 2.599 -5.630
C 0.496 2.073 -5.717
C -0.161 1.614 -4.575
O -0.022 1.040 -2.243
H 1.371 -0.589 -2.301
H 2.395 2.012 -2.301
H 3.429 3.080 -4.309
H 2.294 2.961 -6.524
H -0.027 2.016 -6.677
H -1.195 1.246 -4.612
O -1.197 2.737 1.022
C -1.008 3.243 2.191
C 0.270 3.942 2.506
C 0.038 5.414 2.839
C -0.462 5.599 4.268
C -1.863 5.048 4.528
C -1.943 3.526 4.476
N -1.968 3.051 3.091
H 0.748 3.414 3.349
H 0.913 3.831 1.623
H 0.981 5.953 2.678
H -0.674 5.846 2.124
H 0.250 5.147 4.972
H -0.488 6.674 4.470
H -2.207 5.333 5.531
H -2.592 5.469 3.820
H -1.097 3.067 5.013
H -2.868 3.171 4.939
H -2.714 2.406 2.814
```

---

(4)
C30H58FNO10S | ωB97M-V/def2-TZVPD

The total energy is -67561.3414 eV. The LUMO energy comes out at 0.2370 eV. As for the highest occupied orbital energy: -8.6310 eV. As for the SMILES: CC(C)(C)CC(C)(C)c1ccc(OCCOCCNS(=O)(=O)F)cc1.COCCOCCOC.COCCOCCOC. The frontier orbital gap is 8.868 eV.

Geometry as XYZ:
```
101
C30H58FNO10S ωB97M-V/def2-TZVPD
C -5.542 -0.331 -0.723
C -4.228 -0.311 -1.639
C -3.810 -1.827 -1.809
C -3.130 0.453 -0.766
C -4.643 0.433 -2.962
C -3.668 0.309 -4.193
C -4.153 1.427 -5.240
C -3.820 -1.064 -5.004
C -2.166 0.633 -3.891
C -1.680 2.028 -3.925
C -0.282 2.372 -3.611
C 0.647 1.309 -3.259
O 1.973 1.707 -2.924
C 1.891 2.124 -1.529
C 1.756 3.702 -1.389
O 0.435 4.089 -0.949
C 0.538 4.811 0.287
C -0.879 5.255 0.838
N -2.025 4.691 0.073
S -2.583 5.731 -1.127
O -1.749 6.896 -1.328
O -3.952 6.138 -0.834
F -2.639 4.855 -2.508
C 0.236 -0.081 -3.241
C -1.156 -0.377 -3.558
H -5.807 0.752 -0.525
H -6.410 -0.811 -1.247
H -5.342 -0.777 0.288
H -2.707 -1.977 -1.877
H -4.150 -2.356 -0.869
H -4.377 -2.337 -2.639
H -3.470 0.663 0.279
H -2.263 -0.265 -0.663
H -2.738 1.345 -1.312
H -4.694 1.535 -2.705
H -5.692 0.147 -3.250
H -3.459 1.422 -6.128
H -5.139 1.040 -5.636
H -4.259 2.436 -4.777
H -3.632 -0.824 -6.083
H -4.841 -1.498 -4.838
H -3.064 -1.827 -4.687
H -2.335 2.898 -4.148
H 0.021 3.445 -3.621
H 0.950 1.711 -1.061
H 2.741 1.722 -0.917
H 2.483 4.101 -0.635
H 2.038 4.170 -2.375
H 1.004 4.110 1.042
H 1.155 5.741 0.178
H -0.936 6.369 0.989
H -0.960 4.822 1.877
H -2.800 4.630 0.745
H 0.923 -0.937 -2.984
H -1.461 -1.452 -3.513
C 2.207 -6.008 2.862
O 2.658 -5.309 1.720
C 3.041 -6.192 0.672
C 3.173 -5.432 -0.637
O 1.922 -5.230 -1.291
C 1.090 -4.221 -0.727
C 1.557 -2.814 -1.056
O 2.594 -2.418 -0.169
C 3.267 -1.262 -0.625
H 2.989 -6.674 3.243
H 1.960 -5.277 3.632
H 1.305 -6.583 2.627
H 2.297 -6.989 0.561
H 4.010 -6.630 0.939
H 3.760 -6.046 -1.325
H 3.708 -4.489 -0.508
H 0.966 -4.366 0.348
H 0.110 -4.367 -1.188
H 0.722 -2.111 -0.931
H 1.914 -2.775 -2.093
H 3.769 -1.463 -1.578
H 4.023 -0.996 0.115
H 2.570 -0.426 -0.734
C 2.500 3.443 4.914
O 2.809 2.084 4.693
C 3.934 1.664 5.455
C 4.023 0.147 5.477
O 3.169 -0.446 6.452
C 1.783 -0.482 6.119
C 1.449 -1.550 5.091
O 1.726 -1.077 3.781
C 1.731 -2.125 2.828
H 3.350 4.083 4.651
H 1.652 3.706 4.280
H 2.216 3.606 5.959
H 3.857 2.043 6.480
H 4.834 2.075 4.980
H 5.037 -0.126 5.782
H 3.855 -0.286 4.489
H 1.424 0.503 5.813
H 1.271 -0.739 7.050
H 0.378 -1.786 5.145
H 2.033 -2.455 5.296
H 2.532 -2.838 3.050
H 1.917 -1.694 1.849
H 0.762 -2.637 2.811
```